[1]
# C4H10N3

A gas-phase ion, C4H10N3 (charge +1) (wB97M-V/def2-TZVPD, the OMol25 dataset).

Output
- net charge = +1
- gap between HOMO and LUMO (eV) = 9.788
- LUMO level (eV) = -3.70
- strongest force on any atom (Eh/bohr) = 0.0692
- energy (hartree) = -322.3256

CARTESIAN COORDINATES (ANGSTROEM)
C (-0.3509, -0.9633, 0.4819)
C (1.3928, 0.3243, 0.4106)
C (-1.2478, 0.1855, 0.4705)
C (2.5143, -0.0869, -0.4866)
N (0.6752, 1.4045, 0.0376)
N (-0.5170, 1.4717, 0.0154)
N (-2.3961, 0.1294, -0.5071)
H (-0.2747, -1.5487, -0.4204)
H (-0.2263, -1.5081, 1.3988)
H (1.6191, 0.3021, 1.4743)
H (-1.6448, 0.4624, 1.4509)
H (3.3913, 0.5243, -0.2718)
H (2.2494, 0.0511, -1.5317)
H (2.7806, -1.1239, -0.3091)
H (-3.2233, -0.2979, -0.0763)
H (-2.1276, -0.4212, -1.3343)
H (-2.6140, 1.0948, -0.8027)

Atom charges from the Mulliken analysis, given in e for atoms 1 to 8: -1.106, 0.196, 0.254, -1.165, -0.050, -0.326, -0.309, 0.321

---

[2]
# C4H10N3

2 unconnected molecules or ions with the total composition C4H10N3 (wB97M-V/def2-TZVPD, the OMol25 dataset).

Output
- net charge = +1
- gap between HOMO and LUMO (eV) = 9.555
- LUMO level (eV) = -3.98
- strongest force on any atom (Eh/bohr) = 0.0774
- energy (hartree) = -322.2975

CARTESIAN COORDINATES (ANGSTROEM)
C (2.3323, -0.2735, -0.1124)
C (-1.8130, -0.2936, 0.4748)
C (-0.4296, 0.1602, -1.5596)
C (-1.1448, 0.6540, -0.5085)
N (1.0457, -0.9338, 1.8873)
N (1.7376, -0.8091, 0.7509)
N (2.5178, 0.2876, -1.2736)
H (-1.2879, -0.9017, 1.1405)
H (-2.3858, -0.9819, -0.1406)
H (-2.6225, 0.2953, 0.9904)
H (1.5242, -0.5451, 2.7069)
H (0.0579, 0.8096, -2.2641)
H (-0.3567, -0.9392, -1.6645)
H (-1.1686, 1.7035, -0.2750)
H (0.5083, -1.7879, 1.9073)
H (1.6324, 0.6312, -1.5676)
H (3.4222, 0.1149, -1.7506)

Atom charges from the Mulliken analysis, given in e for atoms 1 to 8: 0.402, -1.017, -1.380, 0.212, -0.471, 0.267, -0.275, 0.187

---

[3]
# C4H10N3O

2 unconnected molecules or ions with the total composition C4H10N3O (wB97M-V/def2-TZVPD, the OMol25 dataset).

Output
- net charge = +1
- gap between HOMO and LUMO (eV) = 9.180
- LUMO level (eV) = -3.99
- strongest force on any atom (Eh/bohr) = 0.1052
- energy (hartree) = -397.5516

CARTESIAN COORDINATES (ANGSTROEM)
C (0.9916, 0.3230, 0.9363)
C (0.6370, 1.7885, 0.4320)
C (-0.0085, 0.2382, -1.1626)
C (0.3697, -1.9879, -0.0095)
N (-2.8388, 0.5944, 0.2215)
N (0.5362, -0.4953, -0.2369)
N (0.0288, 1.5317, -0.8660)
O (-2.6542, -0.5237, -0.0964)
H (2.0911, 0.1481, 0.9795)
H (0.5707, 0.0480, 1.8717)
H (-0.1291, 2.3012, 0.9908)
H (1.6016, 2.2159, 0.4421)
H (-0.2672, -0.1318, -2.1494)
H (-0.4014, -2.0911, -0.6654)
H (1.2832, -2.4960, -0.3028)
H (0.1811, -2.1513, 0.9587)
H (-3.8011, 0.8442, 0.6384)
H (-0.5622, 2.0556, -1.4363)

Atom charges from the Mulliken analysis, given in e for atoms 1 to 8: -0.554, -0.465, -0.158, -0.928, -0.022, 0.068, -0.089, -0.197

---

[4]
# C4H10N3O2

2 unconnected molecules or ions with the total composition C4H10N3O2 (wB97M-V/def2-TZVPD, the OMol25 dataset).

Output
- net charge = +1
- gap between HOMO and LUMO (eV) = 9.683
- LUMO level (eV) = -3.97
- strongest force on any atom (Eh/bohr) = 0.0985
- energy (hartree) = -472.8496

CARTESIAN COORDINATES (ANGSTROEM)
C (0.9316, -3.2110, -1.6668)
C (0.0694, -2.1823, -1.6832)
C (0.4259, -0.8761, -1.1712)
C (-0.7545, 1.5069, 2.2520)
N (-1.7536, 2.3938, 2.0216)
N (0.3434, 1.3348, 1.6511)
N (0.5584, 1.9898, 0.3628)
O (1.7213, -0.4895, -0.9063)
O (-0.3070, 0.1558, -1.2443)
H (0.6396, -4.1150, -2.1255)
H (2.0078, -3.0685, -1.4698)
H (-0.9340, -2.2470, -2.0867)
H (-0.8142, 0.6319, 2.9276)
H (-2.6631, 2.1643, 2.4210)
H (-1.7397, 3.2275, 1.4153)
H (2.3806, -1.0884, -0.8374)
H (-0.1685, 2.7087, 0.1406)
H (1.5120, 2.3805, 0.1644)
H (0.2073, 1.1541, -0.3138)

Atom charges from the Mulliken analysis, given in e for atoms 1 to 8: -0.697, -0.184, 0.849, 0.278, -0.427, -0.511, -0.102, -0.428

---

[5]
# C4H10N3O3

A gas-phase ion, C4H10N3O3 (charge +1) (wB97M-V/def2-TZVPD, the OMol25 dataset).

Output
- net charge = +1
- gap between HOMO and LUMO (eV) = 9.136
- LUMO level (eV) = -4.28
- SMILES string = C[C@@H](O)/C(=C(/N)[NH3+])[N+](=O)[O-]
- strongest force on any atom (Eh/bohr) = 0.0638
- energy (hartree) = -547.9930

CARTESIAN COORDINATES (ANGSTROEM)
C (0.7854, -1.6719, -1.1407)
C (0.3397, -1.3447, 0.2685)
O (1.4713, -0.9600, 1.1256)
C (-0.5457, -0.1056, 0.1587)
C (-0.1723, 1.2108, 0.0820)
N (-1.0285, 2.1567, -0.2577)
N (1.0803, 1.6644, 0.5694)
N (-2.0436, -0.4815, 0.1730)
O (-2.8885, 0.3308, -0.2657)
O (-2.3649, -1.4729, 0.7575)
H (1.6035, -1.0767, -1.5408)
H (-0.2242, -1.6341, -1.6937)
H (0.9738, -2.7243, -1.2744)
H (-0.2781, -2.1814, 0.5738)
H (1.9220, -1.6841, 1.4724)
H (-1.9436, 1.7229, -0.4312)
H (-0.8694, 2.9364, -0.8397)
H (1.4670, 0.7841, 1.1193)
H (1.8337, 2.0169, -0.0481)
H (0.8821, 2.5144, 1.1918)

Atom charges from the Mulliken analysis, given in e for atoms 1 to 8: -1.175, 0.262, -0.634, 0.044, -0.200, -0.440, -0.166, 0.932

---

[6]
# C4H10N4

A single C4H10N4 molecule (wB97M-V/def2-TZVPD, the OMol25 dataset).

Output
- gap between HOMO and LUMO (eV) = 8.983
- LUMO level (eV) = 0.96
- SMILES string = [H]/N=C(\N)C(=C)N(C)N
- strongest force on any atom (Eh/bohr) = 0.1009
- energy (hartree) = -377.3055

CARTESIAN COORDINATES (ANGSTROEM)
H (-0.3651, -3.1340, 1.5471)
N (0.2468, -2.3733, 1.2580)
C (-0.3389, -1.4030, 0.7224)
N (-1.6137, -1.3525, 0.0318)
C (0.1336, -0.4047, -0.3027)
C (0.9491, -0.7280, -1.3282)
N (-0.1830, 0.9413, 0.0814)
C (0.8299, 1.5178, 0.9560)
N (-0.5105, 1.7392, -1.0486)
H (-2.1439, -0.4956, -0.0292)
H (-2.2078, -2.1700, 0.1026)
H (1.1150, -1.7620, -1.5798)
H (1.5964, 0.0088, -1.7728)
H (0.4542, 2.4540, 1.3682)
H (1.7781, 1.6955, 0.4366)
H (1.0055, 0.8338, 1.7810)
H (-1.0715, 2.5227, -0.7163)
H (0.3259, 2.1101, -1.5074)

Atom charges from the Mulliken analysis, given in e for atoms 1 to 8: 0.244, -0.615, 0.172, -0.428, 0.865, -1.171, 0.067, -0.948

---

[7]
# C4H10N4O

A molecular structure, C4H10N4O (wB97M-V/def2-TZVPD, the OMol25 dataset).

Output
- gap between HOMO and LUMO (eV) = 8.861
- LUMO level (eV) = 0.28
- strongest force on any atom (Eh/bohr) = 0.1871
- energy (hartree) = -452.3272

CARTESIAN COORDINATES (ANGSTROEM)
C (-0.9799, 0.3928, 0.7264)
C (0.0232, -0.3056, 0.1140)
C (-1.7881, -1.1329, -1.8499)
C (1.4312, -0.3796, 0.6439)
H (-0.6135, 1.4981, 0.8447)
H (-1.8409, 0.3706, -0.1887)
H (-1.7100, -0.0463, 1.6528)
H (0.1209, 0.2839, -0.7532)
H (-0.3632, -2.5541, 0.6391)
H (-2.5125, -1.7424, -2.5949)
H (-1.2606, 0.0519, -2.2266)
H (3.1095, 0.8680, 1.3383)
H (1.7407, 2.3324, -0.9097)
H (0.8194, 2.2126, 0.7461)
N (-0.4640, -1.6169, 0.0736)
N (-1.5771, -2.0299, -0.8280)
N (2.2629, 0.8002, 0.6477)
N (1.9886, 2.2359, 0.2530)
O (1.6135, -1.2386, 1.6713)

Atom charges from the Mulliken analysis, given in e for atoms 1 to 8: -0.564, 0.169, -0.289, 0.259, 0.026, 0.261, 0.254, 0.236

---

[8]
# C4H10N4O

A single C4H10N4O molecule (wB97M-V/def2-TZVPD, the OMol25 dataset).

Output
- gap between HOMO and LUMO (eV) = 9.694
- LUMO level (eV) = 0.72
- strongest force on any atom (Eh/bohr) = 0.0368
- energy (hartree) = -452.6191

CARTESIAN COORDINATES (ANGSTROEM)
C (1.1030, 0.9137, -1.2328)
C (-0.0818, -0.0168, -1.1578)
C (-1.4928, 0.5029, -1.0714)
N (-2.2416, 0.0200, -0.1085)
O (-0.4646, -0.7101, -2.1871)
H (-3.2506, 0.0515, -0.1923)
H (-1.8374, 1.2782, -1.7476)
H (0.9675, 1.5789, -2.0877)
H (2.0060, 0.3244, -1.3943)
H (1.2102, 1.5113, -0.3289)
C (0.7951, -0.6311, 1.3439)
N (0.3830, 0.5486, 1.9450)
N (-0.0016, -0.9929, 0.2449)
N (1.8320, -1.2307, 1.7815)
H (0.8340, 0.7148, 2.8322)
H (-0.6048, 0.7523, 1.9170)
H (0.2578, -1.8953, -0.1356)
H (-1.5293, -0.7211, 0.4006)
H (2.1159, -1.9985, 1.1788)

Atom charges from the Mulliken analysis, given in e for atoms 1 to 8: -1.382, 1.328, -0.624, -0.347, -0.741, 0.220, 0.415, 0.414

---

[9]
# C4H10N4O2

2 unconnected molecules or ions with the total composition C4H10N4O2 (wB97M-V/def2-TZVPD, the OMol25 dataset).

Output
- gap between HOMO and LUMO (eV) = 10.425
- LUMO level (eV) = 0.48
- SMILES string = Nc1nnno1.CCCO
- strongest force on any atom (Eh/bohr) = 0.0459
- energy (hartree) = -527.8235

CARTESIAN COORDINATES (ANGSTROEM)
N (1.9035, 1.5886, -0.4388)
C (2.2160, 0.3230, -0.1382)
N (1.3982, -0.6214, 0.2694)
N (2.2122, -1.7021, 0.4240)
N (3.3982, -1.4622, 0.1537)
O (3.4618, -0.0906, -0.2421)
H (0.9532, 1.8985, -0.3594)
H (2.5987, 2.2436, -0.7423)
C (-2.0559, -0.1633, 1.3869)
C (-1.3139, 0.4944, 0.2247)
C (-0.8286, -0.5247, -0.8029)
O (-1.8795, -1.2894, -1.3596)
H (-2.8936, -0.7684, 1.0152)
H (-1.3887, -0.8313, 1.9509)
H (-2.4504, 0.5868, 2.0872)
H (-1.9729, 1.2218, -0.2759)
H (-0.4593, 1.0563, 0.6015)
H (-0.1966, -1.2697, -0.3280)
H (-0.2425, -0.0099, -1.5980)
H (-2.4599, -0.6798, -1.8283)

Atom charges from the Mulliken analysis, given in e for atoms 1 to 8: -0.283, 0.511, 0.057, -0.401, -0.061, -0.252, 0.190, 0.207

---

[10]
# C4H10N5

A gas-phase ion, C4H10N5 (charge +1) (wB97M-V/def2-TZVPD, the OMol25 dataset).

Output
- net charge = +1
- gap between HOMO and LUMO (eV) = 10.567
- LUMO level (eV) = -2.84
- SMILES string = CN1C(=[NH2+])NCN=C1N
- strongest force on any atom (Eh/bohr) = 0.1355
- energy (hartree) = -431.9167

CARTESIAN COORDINATES (ANGSTROEM)
C (-0.5048, -1.5222, 1.3300)
N (-0.1425, -0.3728, 0.4496)
C (0.9294, -0.3850, -0.2896)
N (2.0946, -1.0290, -0.0736)
N (0.9356, 0.3220, -1.4722)
C (-0.2885, 0.9725, -2.0038)
N (-0.9445, 1.5071, -0.9129)
C (-1.0528, 1.1000, 0.2272)
N (-1.5978, 1.3992, 1.3144)
H (-0.1763, -2.4932, 0.9851)
H (0.0149, -1.5152, 2.3055)
H (-1.6255, -1.6352, 1.3241)
H (2.3570, -1.4061, 0.9693)
H (2.8010, -0.8471, -0.7442)
H (1.7127, 0.6995, -1.8572)
H (-1.0175, 0.2861, -2.4672)
H (0.1343, 1.7518, -2.7071)
H (-2.3276, 2.0250, 1.3502)
H (-1.3017, 1.1425, 2.2723)

Atom charges from the Mulliken analysis, given in e for atoms 1 to 8: -1.150, -0.119, 0.583, -0.421, -0.271, -0.384, -0.457, 0.554

---

[11]
# C4H10N5O2

A gas-phase ion, C4H10N5O2 (charge +1) (wB97M-V/def2-TZVPD, the OMol25 dataset).

Output
- net charge = +1
- gap between HOMO and LUMO (alpha / beta) (eV) = 5.784 / 5.785
- LUMO level (alpha / beta) (eV) = -6.04 / -6.03
- SMILES string = C=C(C)N/N=C(/N)N[N+](=O)O
- strongest force on any atom (Eh/bohr) = 0.0875
- energy (hartree) = -582.1696

CARTESIAN COORDINATES (ANGSTROEM)
C (-1.5567, 0.9272, -2.5865)
C (-1.3421, 0.0945, -1.5135)
C (-1.4624, -1.4295, -1.3763)
N (-0.5737, 0.6517, -0.3819)
N (-0.2931, -0.2727, 0.5375)
C (0.5763, -0.4528, 1.4348)
N (0.5816, -1.5685, 2.1521)
N (1.4359, 0.6135, 1.9071)
N (2.2133, 1.3916, 1.1111)
O (2.8607, 2.2813, 1.5854)
O (2.1920, 1.3008, -0.2413)
H (-1.3726, 2.0349, -2.5599)
H (-1.8662, 0.4049, -3.4983)
H (-0.4670, -1.8947, -1.2580)
H (-1.9441, -1.9915, -2.1320)
H (-1.9899, -1.5016, -0.4231)
H (-0.9238, 1.6266, -0.2005)
H (-0.2636, -2.0950, 2.2049)
H (1.1515, -1.5684, 3.0090)
H (1.6271, 0.6036, 2.8404)
H (1.4170, 0.8441, -0.6110)

Atom charges from the Mulliken analysis, given in e for atoms 1 to 8: -0.907, 0.604, -0.993, -0.298, -0.217, 0.360, -0.406, -0.167

---

[12]
# C4H10NO

A molecular structure, C4H10NO (wB97M-V/def2-TZVPD, the OMol25 dataset).

Output
- net charge = -1
- gap between HOMO and LUMO (eV) = 6.793
- LUMO level (eV) = 4.25
- strongest force on any atom (Eh/bohr) = 0.0123
- energy (hartree) = -288.3855

CARTESIAN COORDINATES (ANGSTROEM)
C (1.3962, -1.2066, -2.7746)
C (1.0151, -0.4939, -1.6781)
N (1.3805, -0.6068, -0.3929)
H (2.1010, -2.0333, -2.7193)
H (0.9858, -0.9486, -3.7465)
H (0.2977, 0.3046, -1.8507)
H (2.0596, -1.3404, -0.2830)
H (0.6732, 0.2142, 0.4448)
C (-1.2833, 0.3581, 1.0355)
O (-0.0017, 0.8849, 1.0812)
C (-2.1428, 0.9243, 2.1543)
H (-1.2735, -0.7436, 1.1224)
H (-1.7824, 0.5646, 0.0713)
H (-3.1120, 0.4210, 2.2092)
H (-2.3218, 1.9978, 2.0080)
H (-1.6132, 0.8158, 3.1092)

Atom charges from the Mulliken analysis, given in e for atoms 1 to 8: -0.925, 0.075, -0.618, 0.231, 0.234, 0.171, 0.058, 0.406